Record 1
This record from the OMol25 dataset describes the molecule C14H31ClSi. The level of theory is the ωB97M-V functional and the def2-TZVPD basis.

The geometry in ORCA input format:
```
! RIJCOSX wB97M-V def2-TZVPD def2/J DEFGRID3
* xyz 0 1
Cl 1.335 -1.106 -2.637
C 4.176 1.777 2.355
C 3.431 0.764 3.257
C 2.696 -0.345 2.551
C 1.205 0.003 2.299
C 0.965 1.203 1.391
C -0.523 1.425 1.266
C -0.909 2.509 0.210
C -2.442 2.613 -0.075
C -3.229 1.302 -0.168
C -3.087 0.515 -1.444
C -1.711 -0.132 -1.627
C -0.050 -3.456 -1.001
C -0.147 -3.452 -4.082
C -1.887 -1.430 -2.419
Si -0.265 -2.395 -2.535
H 4.642 1.297 1.482
H 3.517 2.572 2.003
H 5.017 2.277 2.851
H 4.120 0.300 3.945
H 2.716 1.258 3.960
H 2.743 -1.294 3.137
H 3.199 -0.619 1.612
H 0.684 0.182 3.235
H 0.740 -0.891 1.888
H 1.411 0.996 0.391
H 1.420 2.076 1.860
H -0.980 1.606 2.234
H -0.918 0.447 1.015
H -0.327 2.296 -0.707
H -0.481 3.457 0.536
H -2.837 3.202 0.731
H -2.588 3.200 -0.992
H -4.309 1.500 -0.048
H -2.933 0.670 0.676
H -3.836 -0.277 -1.456
H -3.328 1.091 -2.319
H -1.022 0.558 -2.089
H -1.182 -0.363 -0.688
H -0.854 -3.341 -0.266
H -0.013 -4.510 -1.280
H 0.909 -3.233 -0.526
H 0.821 -3.216 -4.530
H -0.122 -4.512 -3.783
H -0.934 -3.280 -4.821
H -2.182 -1.160 -3.417
H -2.650 -2.083 -1.976
*
```

Results
HOMO level = -9.897 eV
LUMO = 0.030 Ha
SMILES = CCCCCCCCCCCC[Si](C)(C)Cl

=====

Record 2
This record from the OMol25 dataset describes a structure of composition C14H31FIN5O7S2. The level of theory is the ωB97M-V functional and the def2-TZVPD basis.

The geometry in ORCA input format:
```
! RIJCOSX wB97M-V def2-TZVPD def2/J DEFGRID3
* xyz 0 1
O 4.255 -5.516 1.210
C 3.733 -4.468 1.087
I 4.421 -3.047 -0.395
C 2.574 -3.931 1.914
N 1.442 -3.541 1.048
S 0.593 -2.117 1.604
S 0.413 -4.806 0.743
O -0.851 -4.656 1.358
O 1.166 -6.003 0.851
F 0.185 -4.545 -0.778
H 2.319 -4.657 2.685
H 2.925 -3.008 2.372
H 1.245 -1.247 0.820
C -0.765 2.914 2.370
C -0.795 1.408 2.285
O 0.086 0.715 2.785
N -1.836 0.837 1.630
C -2.953 1.499 0.976
H 0.116 3.219 2.922
H -0.733 3.354 1.373
H -1.646 3.294 2.887
H -1.808 -0.171 1.615
H -3.892 1.189 1.440
H -2.983 1.239 -0.080
H -2.867 2.575 1.054
C -6.594 3.153 -0.674
C -5.385 3.003 -1.568
O -4.250 3.146 -1.143
N -5.604 2.697 -2.874
C -6.870 2.489 -3.546
H -6.245 3.395 0.325
H -7.245 3.954 -1.027
H -7.171 2.228 -0.636
H -4.758 2.612 -3.415
H -6.924 1.484 -3.967
H -7.000 3.208 -4.357
H -7.691 2.612 -2.848
C 0.392 7.281 1.647
C 1.025 6.280 2.586
O 0.358 5.597 3.344
N 2.379 6.159 2.553
C 3.325 6.876 1.723
H -0.682 7.248 1.799
H 0.750 8.291 1.850
H 0.612 7.036 0.607
H 2.738 5.475 3.201
H 3.890 6.185 1.094
H 4.031 7.437 2.336
H 2.803 7.575 1.078
C 4.607 -7.993 -4.024
C 5.220 -7.007 -3.053
O 6.393 -6.684 -3.123
N 4.406 -6.491 -2.095
C 3.002 -6.755 -1.867
H 5.383 -8.304 -4.717
H 4.222 -8.869 -3.502
H 3.791 -7.536 -4.585
H 4.865 -5.841 -1.474
H 2.418 -5.835 -1.955
H 2.839 -7.169 -0.871
H 2.628 -7.464 -2.600
*
```

Results
HOMO level = -9.084 eV
LUMO = 0.008 Ha

=====

Record 3
This record from the OMol25 dataset describes a cluster of 2 separate species, C14H31N2O5 in total. The level of theory is the ωB97M-V functional and the def2-TZVPD basis.

The geometry in ORCA input format:
```
! RIJCOSX wB97M-V def2-TZVPD def2/J DEFGRID3
* xyz 1 1
C -0.051 -4.881 -0.544
C 0.209 -3.328 0.018
O 0.036 -3.185 1.361
N 0.556 -2.180 -0.909
N 0.594 -0.956 -0.258
C -0.774 -0.340 0.007
O -1.562 -0.057 -1.202
C -2.473 -1.157 -1.551
O -3.541 -0.801 -2.505
C -4.849 -1.338 -2.103
C -4.879 -2.995 -1.958
O -4.785 -3.424 -0.523
C 1.886 -2.377 -1.610
C 1.934 -2.677 -3.221
O 3.022 -2.269 -0.911
H -1.149 -5.016 -0.967
H 0.035 -5.647 0.361
H 0.732 -5.201 -1.353
H 1.203 -0.961 0.614
H 1.085 -0.281 -0.919
H -0.555 0.711 0.526
H -1.313 -0.993 0.814
H -1.805 -1.977 -2.105
H -2.859 -1.663 -0.569
H -5.597 -1.100 -3.003
H -5.315 -0.804 -1.162
H -5.929 -3.408 -2.328
H -4.036 -3.496 -2.626
H -5.191 -2.700 0.071
H 2.883 -3.354 -3.421
H 0.953 -3.140 -3.670
H 2.118 -1.650 -3.772
C 3.259 1.795 0.991
C 2.066 2.035 1.903
C 1.104 3.102 1.373
C 1.696 4.509 1.231
C 2.281 5.107 2.513
C 1.248 5.297 3.613
H 3.880 2.691 0.893
H 3.890 0.999 1.399
H 2.932 1.489 -0.008
H 2.416 2.298 2.906
H 1.514 1.093 2.007
H 0.228 3.140 2.030
H 0.728 2.785 0.392
H 0.911 5.177 0.854
H 2.477 4.500 0.461
H 2.715 6.085 2.272
H 3.105 4.489 2.885
H 0.434 5.947 3.277
H 1.713 5.763 4.488
H 0.819 4.344 3.935
*
```

Results
HOMO level = -12.970 eV
LUMO = -0.164 Ha

=====

Record 4
This record from the OMol25 dataset describes a cluster of 3 separate species, C14H31N3O7 in total. The level of theory is the ωB97M-V functional and the def2-TZVPD basis.

The geometry in ORCA input format:
```
! RIJCOSX wB97M-V def2-TZVPD def2/J DEFGRID3
* xyz 0 1
C 5.587 1.869 2.267
O 4.546 1.125 1.675
C 4.197 1.560 0.372
C 2.869 2.317 0.354
C 1.736 1.580 1.086
C 0.857 0.743 0.145
C 0.203 -0.508 0.788
C -1.305 -0.633 0.529
C -2.227 -0.137 1.657
C -1.808 1.160 2.379
C -2.686 2.375 2.053
C -2.375 2.943 0.664
N -2.769 4.346 0.490
C -1.996 5.304 1.106
O -2.412 6.176 1.827
O -0.678 5.219 0.731
H 6.489 1.853 1.643
H 5.293 2.909 2.455
H 5.829 1.393 3.218
H 4.986 2.209 -0.027
H 4.148 0.682 -0.283
H 2.585 2.480 -0.692
H 3.033 3.314 0.778
H 2.173 0.912 1.834
H 1.145 2.310 1.649
H 1.495 0.422 -0.686
H 0.075 1.362 -0.306
H 0.404 -0.503 1.863
H 0.689 -1.384 0.361
H -1.528 -1.696 0.385
H -1.568 -0.161 -0.425
H -3.217 0.041 1.216
H -2.383 -0.932 2.392
H -0.770 1.424 2.166
H -1.856 0.997 3.461
H -2.544 3.151 2.813
H -3.738 2.072 2.105
H -1.299 2.892 0.491
H -2.869 2.339 -0.101
H -3.738 4.526 0.720
H -0.139 5.196 1.533
C 0.571 -5.273 -1.690
N 0.406 -4.025 -0.897
O 0.524 -4.092 0.308
O 0.154 -3.012 -1.516
H 0.791 -6.082 -1.003
H -0.352 -5.442 -2.230
H 1.386 -5.108 -2.389
C -3.035 -5.481 -5.693
N -1.952 -6.068 -4.857
O -1.069 -5.329 -4.472
O -2.026 -7.251 -4.613
H -2.830 -4.425 -5.821
H -3.031 -6.010 -6.641
H -3.971 -5.649 -5.170
*
```

Results
Energy above the lowest of the compared OMol25 structures with the same formula, charge and spin = 0.0 kJ/mol
HOMO level = -9.602 eV
LUMO = -0.005 Ha
SMILES = COCCCCCCCCCCNC(=O)O.C[N+](=O)[O-].C[N+](=O)[O-]

=====

Number 1: frontier orbital gap 10.711 eV. Number 2: frontier orbital gap 9.296 eV. Number 3: frontier orbital gap 8.508 eV. Number 4: frontier orbital gap 9.458 eV.